{
  "formula": "C29H63ClF3N3O12PS2",
  "method": "wB97M-V/def2-TZVPD",
  "symbols": ["C", "C", "O", "O", "C", "C", "C", "N", "C", "N", "Cl", "C", "C", "C", "C", "C", "C", "O", "C", "N", "P", "O", "O", "S", "S", "O", "O", "C", "F", "F", "F", "H", "H", "H", "H", "H", "H", "H", "H", "H", "H", "H", "H", "H", "H", "H", "H", "H", "H", "H", "H", "H", "H", "H", "C", "C", "C", "O", "H", "H", "H", "H", "H", "H", "H", "H", "C", "C", "C", "O", "H", "H", "H", "H", "H", "H", "H", "H", "C", "C", "C", "O", "H", "H", "H", "H", "H", "H", "H", "H", "C", "C", "C", "O", "H", "H", "H", "H", "H", "H", "H", "H", "C", "C", "C", "O", "H", "H", "H", "H", "H", "H", "H", "H"],
  "xyz": [[-1.9449, 6.8637, -3.9009], [-2.3653, 6.5603, -2.3139], [-2.6696, 7.6162, -1.5565], [-2.3040, 5.1545, -1.8943], [-3.1969, 4.8591, -0.7639], [-2.5559, 3.4894, -0.0464], [-3.1046, 2.1663, -0.8372], [-3.2877, 0.9285, 0.0678], [-2.2804, -0.0457, 0.1009], [-0.9684, 0.0847, -0.6889], [0.0953, 1.2497, 0.0075], [-0.1902, -1.2049, -0.7182], [1.2017, -0.8766, -1.5872], [0.1797, -1.8063, 0.7985], [0.7517, -3.3116, 0.5414], [1.8166, -3.7550, 1.9005], [1.4583, -2.9270, 3.3837], [2.7597, -2.6231, 2.4239], [-1.1989, -1.7037, 1.6730], [-2.4335, -1.2923, 0.9240], [-3.2943, -2.6140, 0.1326], [-2.6347, -4.2248, 0.4622], [-4.9238, -2.6585, 0.8366], [-3.5056, -2.4867, -1.7908], [-4.8021, 0.8520, 0.9257], [-5.2017, 2.3279, 1.3288], [-4.7880, 0.0759, 2.2626], [-6.2374, 0.3050, -0.2148], [-5.7771, -0.1603, -1.5433], [-7.1193, 1.5013, -0.4913], [-7.1172, -0.6592, 0.5089], [-1.2527, 5.9733, -4.2244], [-2.9285, 6.7929, -4.5342], [-1.4129, 7.9077, -3.9761], [-3.2153, 5.6646, 0.0845], [-4.3184, 4.6813, -1.1001], [-1.3989, 3.6529, -0.0733], [-2.8811, 3.5214, 1.1019], [-4.2101, 2.4314, -1.2008], [-2.5038, 1.9149, -1.8105], [-0.6960, -2.0931, -1.2854], [0.9578, -0.1213, -2.4569], [2.1015, -0.5656, -0.9086], [1.4947, -1.8981, -2.1285], [0.9666, -1.0971, 1.3230], [1.5151, -3.4084, -0.3577], [-0.0330, -4.1757, 0.5942], [2.1816, -4.9527, 1.9790], [1.2477, -1.7774, 3.3746], [2.0882, -3.3240, 4.3098], [-1.0752, -0.9322, 2.5759], [-1.3432, -2.7622, 2.2034], [-2.4534, -4.6839, -0.4142], [-5.4756, -3.2769, 0.2509], [-0.1336, 11.5352, -5.3578], [0.1470, 10.0505, -5.5257], [0.6864, 9.7417, -6.9132], [-1.0553, 9.3155, -5.3122], [-0.8885, 11.8750, -6.0757], [-0.5329, 11.7408, -4.3588], [0.7757, 12.1274, -5.5004], [0.8691, 9.7244, -4.7691], [-0.0394, 10.0180, -7.6863], [0.8722, 8.6680, -7.0239], [1.6203, 10.2802, -7.1025], [-1.7024, 9.5984, -5.9796], [3.8420, -6.7066, 4.9174], [2.5328, -7.4136, 4.6050], [2.3010, -8.5896, 5.5403], [2.5573, -7.8792, 3.2581], [4.6933, -7.3851, 4.7927], [4.0016, -5.8701, 4.2286], [3.8485, -6.3227, 5.9423], [1.7019, -6.7050, 4.6917], [3.0977, -9.3350, 5.4377], [1.3613, -9.0964, 5.2959], [2.2613, -8.2621, 6.5839], [3.2920, -8.5091, 3.1717], [6.1901, -2.1268, -0.8314], [5.2027, -2.1642, -1.9868], [5.9155, -2.3221, -3.3203], [4.4426, -0.9585, -1.9976], [6.8752, -1.2772, -0.9287], [5.6638, -2.0005, 0.1208], [6.7798, -3.0477, -0.7862], [4.5005, -2.9929, -1.8444], [6.5909, -1.4794, -3.5059], [5.1934, -2.3350, -4.1437], [6.4970, -3.2489, -3.3498], [5.0578, -0.2172, -2.1236], [4.4256, 4.3147, 1.4894], [4.2187, 4.2435, -0.0151], [2.7978, 4.6252, -0.3979], [4.4899, 2.9191, -0.4669], [3.7579, 3.6193, 2.0102], [5.4491, 4.0255, 1.7513], [4.2399, 5.3254, 1.8660], [4.9271, 4.9121, -0.5162], [2.0722, 3.9407, 0.0560], [2.6598, 4.5575, -1.4823], [2.5632, 5.6452, -0.0779], [3.8655, 2.3184, -0.0271], [-4.5537, -5.4563, 2.6034], [-3.7940, -6.4610, 3.4547], [-4.5261, -7.7915, 3.5277], [-3.6323, -5.9382, 4.7708], [-5.5433, -5.2522, 3.0273], [-4.0213, -4.4997, 2.5699], [-4.6809, -5.8225, 1.5798], [-2.7927, -6.6143, 3.0377], [-5.5148, -7.6703, 3.9845], [-3.9741, -8.5007, 4.1537], [-4.6524, -8.2277, 2.5319], [-4.5164, -5.7989, 5.1489]],
  "multiplicity": 1,
  "total_energy_ev": -111747.194,
  "total_charge": 1,
  "orbital_gap_ha": 0.2280,
  "fmax_ha_per_bohr": 0.207,
  "e_homo_ha": -0.437
}

{
  "formula": "C29H63HfO11",
  "method": "wB97M-V/def2-TZVPD",
  "symbols": ["Hf", "C", "C", "C", "O", "H", "H", "H", "H", "H", "H", "H", "C", "O", "C", "C", "O", "C", "H", "H", "H", "H", "H", "H", "H", "H", "H", "H", "C", "O", "C", "C", "O", "C", "H", "H", "H", "H", "H", "H", "H", "H", "H", "H", "C", "O", "C", "C", "O", "C", "H", "H", "H", "H", "H", "H", "H", "H", "H", "H", "C", "O", "C", "C", "O", "C", "H", "H", "H", "H", "H", "H", "H", "H", "H", "H", "C", "O", "C", "C", "O", "C", "H", "H", "H", "H", "H", "H", "H", "H", "H", "H", "C", "C", "C", "C", "C", "C", "H", "H", "H", "H", "H", "H"],
  "xyz": [[-0.9783, 2.0914, -4.0574], [-1.2431, 0.4778, -0.1713], [0.0938, 0.6206, -0.9222], [0.9165, -0.6642, -0.9727], [-0.0723, 1.1078, -2.2360], [-1.5725, -0.5595, -0.0678], [-2.1342, 0.9785, -0.5440], [-1.0306, 0.8669, 0.8274], [0.7412, 1.3639, -0.4441], [1.8122, -0.5685, -1.5918], [0.4085, -1.5849, -1.2565], [1.3861, -0.7439, 0.0158], [-4.0842, -0.2096, 4.7471], [-3.7871, -1.4059, 4.0357], [-3.7299, -1.3369, 2.6664], [-5.1917, -1.0301, 2.0625], [-6.0172, -2.1072, 1.9137], [-6.1725, -2.9520, 3.0356], [-3.8327, 0.6520, 4.1228], [-3.3839, -0.1868, 5.5804], [-5.1215, -0.0537, 5.0518], [-3.3501, -2.2819, 2.2877], [-3.1750, -0.4638, 2.2928], [-4.8802, -0.7384, 1.0547], [-5.6703, -0.1986, 2.5912], [-6.9648, -3.6949, 2.9788], [-6.4757, -2.3960, 3.9314], [-5.2133, -3.4281, 3.2617], [6.2724, -2.0872, -1.1354], [5.2180, -2.9673, -1.3440], [3.9599, -2.7740, -0.8152], [3.8581, -3.4867, 0.5819], [4.8250, -3.0499, 1.5004], [4.5229, -1.7730, 2.0510], [7.1408, -2.3655, -1.7198], [6.4813, -2.0468, -0.0522], [6.0237, -1.0259, -1.2916], [3.2163, -3.2527, -1.4494], [3.7865, -1.7133, -0.6082], [3.9979, -4.5532, 0.4128], [2.8537, -3.3450, 0.9952], [4.5605, -0.9636, 1.3172], [5.2566, -1.6538, 2.8450], [3.5270, -1.7765, 2.5066], [0.2326, 0.9821, -8.9080], [-0.0788, 0.7395, -7.5303], [-0.7971, -0.4726, -7.4170], [-1.2259, -0.6736, -5.9418], [-0.3416, 0.0942, -5.0872], [0.9852, -0.4345, -4.9937], [0.6919, 1.9658, -8.9609], [-0.6837, 0.9308, -9.4977], [0.9583, 0.2779, -9.3215], [-0.2594, -1.3010, -7.8853], [-1.7180, -0.3816, -8.0031], [-1.4330, -1.6892, -5.6069], [-2.2064, -0.2002, -5.8322], [0.9801, -1.3909, -4.4645], [1.5601, 0.2904, -4.4214], [1.4339, -0.6634, -5.9589], [4.3503, 5.6087, 0.6536], [3.8235, 4.3102, 0.4584], [2.9510, 4.1318, -0.6128], [3.1219, 2.7631, -1.2210], [4.2879, 2.7075, -2.0200], [4.5836, 1.3816, -2.3874], [4.5992, 6.0907, -0.2934], [5.3069, 5.4328, 1.1503], [3.7971, 6.2693, 1.3243], [3.0938, 4.8936, -1.3907], [1.9156, 4.3443, -0.3052], [2.2594, 2.4328, -1.8145], [3.1496, 2.0077, -0.4226], [4.9279, 0.8615, -1.4851], [5.4202, 1.3894, -3.0856], [3.7435, 0.8945, -2.8949], [1.7764, 0.1033, 4.1467], [1.1450, -1.0955, 4.6315], [-0.2260, -1.1242, 4.3006], [-0.7076, -2.4618, 3.6926], [-0.8718, -2.3082, 2.3011], [-0.8320, -3.4601, 1.5014], [2.8510, -0.0288, 4.2529], [1.4396, 0.8970, 4.8148], [1.5547, 0.2519, 3.0881], [-0.5247, -0.4037, 3.5359], [-0.8101, -1.0608, 5.2199], [-1.6738, -2.6079, 4.1976], [-0.1125, -3.3394, 3.9578], [-1.6700, -4.1329, 1.7217], [0.0889, -4.0088, 1.7324], [-0.8506, -3.3545, 0.4170], [-4.8679, 2.0612, 0.9544], [-6.0124, 2.3995, 1.6829], [-5.8568, 2.9268, 2.9408], [-4.6034, 3.1946, 3.5065], [-3.4783, 2.8915, 2.7589], [-3.5962, 2.3664, 1.4744], [-5.0179, 1.6883, -0.0515], [-7.0143, 2.3018, 1.2887], [-6.7125, 3.0772, 3.5892], [-4.4422, 3.5496, 4.5151], [-2.4849, 3.1060, 3.1329], [-2.6976, 2.2582, 0.8846]],
  "multiplicity": 1,
  "total_energy_ev": -54881.545,
  "total_charge": 3,
  "orbital_gap_ha": 0.0565,
  "fmax_ha_per_bohr": 0.119,
  "e_homo_ha": -0.556
}